[1]
ORCA calculation (wB97M-V/def2-TZVPD) on an isolated molecule of C5H6O2 in a non-equilibrium geometry.

Computed properties:
Energy relative to the best compared isomer or geometry (same formula, charge and spin), eV: 2.748
E_HOMO, eV: -9.45
Frontier orbital gap, Ha: 0.36458
Energy, eV: -9374.348

```
13
Properties=species:S:1:pos:R:3:forces:R:3
C 1.627099 0.045968 0.611142 -0.133 0.069 -0.112
C 0.116426 0.225879 0.653420 -0.107 -0.143 0.530
C -0.767964 -0.847163 0.021175 -0.779 -0.196 0.686
C -1.752306 -0.276868 -0.671939 -0.643 -0.663 1.643
C -1.038807 0.973880 -1.010975 1.315 -2.339 -0.068
O -0.589352 0.691134 -2.077720 0.638 3.424 -2.832
O -0.298072 1.492512 0.020371 -0.226 -0.041 -0.323
H 2.114623 0.885135 1.118022 -0.108 -0.120 -0.132
H 1.914351 -0.873901 1.140877 -0.195 0.179 -0.160
H 1.995166 -0.008864 -0.416002 -0.068 0.004 0.067
H -0.226653 0.317069 1.680391 0.213 0.057 0.291
H -0.572620 -1.902242 0.141634 -0.132 -0.037 0.305
H -2.591050 -0.639550 -1.246142 0.226 -0.194 0.104
```
Positions in Å, forces in eV/Å.

natural (NBO) charges, unit e, in atom order: -0.63, 0.07, -0.24, -0.27, 0.75, -0.49, -0.52, 0.23, 0.22, 0.23, 0.20, 0.23, 0.24

[2]
ORCA calculation (wB97M-V/def2-TZVPD) on a cluster of 3 separate species, C13H24BrO10S2 in total in a non-equilibrium geometry.

Computed properties:
Energy relative to the best compared isomer or geometry (same formula, charge and spin), eV: 0.000
E_HOMO, eV: -1.58
Frontier orbital gap, Ha: 0.13283
Energy, eV: -126050.762
Charge: -1

```
50
Properties=species:S:1:pos:R:3:forces:R:3
O 0.143696 0.329384 0.138970 0.605 1.219 -5.727
C 0.169534 0.484445 -1.132993 0.535 -1.761 5.196
O 1.152795 -0.218580 -1.888328 -2.895 1.098 0.630
C 0.564859 -1.018983 -2.954265 0.263 -1.427 -2.024
C 0.509841 -2.608451 -2.586715 0.470 1.138 1.161
C -0.356808 -2.887385 -1.256170 -0.664 -1.347 -0.266
C -1.966543 -2.838722 -1.529100 0.113 0.763 0.546
C -2.750872 -1.878789 -0.500479 1.009 0.892 -1.269
C -4.091783 -1.240551 -1.134189 0.168 -0.718 0.932
C -4.834377 -2.149934 -2.232224 -1.238 1.687 -0.134
C -5.973328 -1.187517 -2.921921 0.635 0.246 1.307
Br -5.602269 -1.092355 -4.909016 -0.613 0.007 0.875
H -0.609833 1.202587 -1.563240 1.244 -1.217 -0.346
H 1.291213 -0.940618 -3.857929 -1.174 0.105 1.490
H -0.454921 -0.624626 -3.318727 1.406 -0.518 0.905
H 1.605087 -2.907647 -2.358836 -1.623 0.435 -0.519
H 0.150662 -3.187129 -3.510685 0.369 0.879 1.409
H -0.133718 -3.979277 -0.923285 -0.099 1.781 -0.519
H -0.038932 -2.222399 -0.377701 -0.512 -0.766 -1.441
H -2.078433 -2.477886 -2.623949 0.098 -0.756 1.042
H -2.403603 -3.898064 -1.403433 0.751 1.413 -0.679
H -2.038663 -0.966713 -0.352155 -1.074 -1.313 -0.166
H -3.894854 -0.163204 -1.507793 -0.449 -1.465 -0.043
H -4.843403 -1.121807 -0.252187 0.955 -0.004 -1.512
H -4.177361 -2.503305 -3.096026 -0.805 0.217 1.602
H -5.429011 -2.986823 -1.715694 1.286 0.937 -0.851
H -7.041258 -1.521078 -2.689782 1.457 0.375 -0.859
H -5.846739 -0.099800 -2.548669 -0.203 -1.880 -0.772
C 1.247087 3.115580 1.236100 -0.656 -0.035 -0.181
C 1.551379 3.581916 -0.172175 0.299 -0.638 -0.059
O 2.038989 4.916999 -0.026027 0.096 0.515 0.610
S 2.830112 5.036650 1.388576 -0.450 -0.758 -0.194
O 4.234290 4.888255 1.132065 -0.872 0.444 0.445
O 2.286653 6.146084 2.117425 0.680 -0.470 -0.574
O 2.288901 3.658330 2.055826 0.720 3.717 -3.160
H 0.293258 3.518842 1.588098 0.025 -0.084 -0.032
H 1.230995 2.029452 1.311343 0.061 0.230 0.016
H 0.669295 3.560767 -0.812604 0.102 0.283 0.077
H 2.344753 2.976970 -0.621715 -0.093 -0.040 0.011
C 3.836815 -0.038877 5.226587 -0.405 -0.234 0.337
C 3.301548 -1.006479 4.180686 0.520 -0.247 -0.017
O 2.551371 -0.197803 3.277310 0.165 0.771 0.294
S 3.231655 1.274721 3.193208 -0.312 -0.203 0.273
O 4.075805 1.313868 2.035368 -0.695 0.271 0.867
O 2.221648 2.256665 3.450456 1.013 -3.699 2.298
O 4.178935 1.145196 4.506807 -0.118 -0.167 -0.705
H 3.065265 0.217994 5.958185 0.029 -0.070 -0.024
H 4.710946 -0.434719 5.745677 0.035 0.213 -0.175
H 2.671759 -1.783001 4.615543 -0.144 0.205 -0.174
H 4.117565 -1.472182 3.619779 -0.012 -0.025 0.101
```
Positions in Å, forces in eV/Å.

natural (NBO) charges, unit e, in atom order: -0.57, 0.62, -0.55, -0.09, -0.42, -0.42, -0.44, -0.69, -0.43, -0.43, -0.40, -0.11, 0.15, 0.18, 0.19, 0.19, 0.21, 0.19, 0.23, 0.12, 0.18, 0.12, 0.15, 0.18, 0.22, 0.20, 0.20, 0.22, -0.11, -0.10, -0.69, 2.52, -0.90, -0.90, -0.68, 0.19, 0.25, 0.21, 0.20, -0.10, -0.10, -0.67, 2.52, -0.88, -0.86, -0.68, 0.19, 0.20, 0.21, 0.19

[3]
ORCA calculation (wB97M-V/def2-TZVPD) on an isolated molecule of C3H8FNO2Si in a non-equilibrium geometry.

Computed properties:
Energy relative to the best compared isomer or geometry (same formula, charge and spin), eV: 1.945
E_HOMO, eV: -8.98
Frontier orbital gap, Ha: 0.30056
Energy, eV: -19416.209

```
16
Properties=species:S:1:pos:R:3:forces:R:3
C 0.913278 1.533651 0.082065 1.371 1.771 0.446
C -0.506533 1.365168 0.460323 -1.743 -0.426 -0.343
O -0.809187 -0.054971 0.731177 0.417 1.281 0.591
C -1.468469 -0.790061 -0.150186 0.050 -0.974 -1.204
N -2.787589 -0.649258 -0.428186 3.245 -0.502 0.093
F -3.230774 0.552825 0.234019 0.438 -0.728 -0.039
O -0.629146 -1.722503 -0.735492 -0.266 -0.040 0.626
Si 1.463317 -2.208721 -0.352521 -4.268 3.878 -1.583
H 1.244778 2.637531 0.255927 -0.585 -1.890 -0.397
H 1.470589 0.910132 0.761942 0.667 -0.004 0.153
H 1.140927 1.253649 -0.951684 -0.127 0.027 0.189
H -1.120735 1.681852 -0.405550 -0.191 0.061 0.946
H -0.763416 1.850321 1.421720 0.042 0.045 -0.838
H 1.506898 -1.149661 0.615366 0.674 0.154 0.492
H 1.862681 -1.753060 -1.718933 0.127 -0.656 0.503
H 1.713379 -3.456890 0.180008 0.146 -1.996 0.365
```
Positions in Å, forces in eV/Å.

natural (NBO) charges, unit e, in atom order: -0.64, -0.06, -0.55, 0.76, -0.15, -0.29, -0.82, 1.20, 0.22, 0.21, 0.21, 0.20, 0.20, -0.17, -0.14, -0.18